# 1
ORCA calculation (ωB97M-V/def2-TZVPD) on a structure of composition H18O13PSr3 at a distorted geometry.

Atoms and positions in Å:
Sr1 -1.41 0.39 -0.65
Sr2 2.58 0.43 1.81
Sr3 -1.96 -2.70 2.28
P1 -0.08 -0.63 1.82
O1 0.19 -2.16 1.51
O2 -1.66 -0.50 1.78
O3 0.38 0.04 0.48
O4 0.49 0.12 3.01
O5 2.51 2.30 -0.68
H1 1.74 2.12 -1.26
H2 3.24 2.52 -1.21
O6 4.09 -1.68 1.55
H3 3.83 -2.39 2.16
H4 4.51 -2.16 0.83
O7 -2.40 2.80 0.24
H5 -2.29 2.79 1.20
H6 -2.23 3.70 -0.16
O8 3.64 -0.43 -1.02
H7 4.47 0.11 -0.99
H8 3.55 -0.70 -2.00
O9 -0.02 0.63 -2.90
H9 0.75 0.17 -2.77
H10 -0.25 0.26 -3.77
O10 1.94 2.19 3.01
H11 1.19 1.96 3.56
H12 2.18 3.11 3.08
O11 -1.30 -2.07 -1.67
H13 -0.33 -2.20 -1.49
H14 -1.40 -2.24 -2.63
O12 -4.38 -2.01 0.73
H15 -5.13 -1.89 1.32
H16 -4.58 -1.41 -0.05
O13 -3.76 -0.25 -2.06
H17 -3.97 -0.83 -2.77
H18 -4.14 0.60 -2.27

Values from the calculation:
Net charge ... +3
LUMO level ... -8.4 eV
Spin multiplicity ... 1
HOMO level ... -18.44 eV

***

# 2
ORCA calculation (ωB97M-V/def2-TZVPD) on a cluster of 9 separate species, H18O9 in total at a distorted geometry.

Atoms and positions in Å:
O1 -0.54 3.44 0.02
H1 0.31 3.87 0.04
H2 -1.15 4.12 -0.23
O2 0.38 -2.22 3.20
H3 0.33 -3.18 3.23
H4 0.69 -2.02 2.32
O3 1.23 -2.94 -1.11
H5 1.58 -3.83 -1.15
H6 0.56 -2.91 -1.78
O4 -2.25 -2.88 -0.97
H7 -1.81 -2.09 -1.30
H8 -1.92 -3.59 -1.53
O5 0.63 0.35 0.34
H9 0.18 -0.38 -0.09
H10 0.21 1.13 0.00
O6 3.40 0.91 0.06
H11 3.66 0.17 -0.48
H12 2.76 0.55 0.67
O7 -1.35 -0.63 -1.96
H13 -0.90 -0.44 -2.78
H14 -1.98 0.09 -1.86
O8 -2.53 2.17 -1.48
H15 -3.27 2.04 -0.89
H16 -1.84 2.54 -0.93
O9 1.58 1.84 2.87
H17 1.08 2.06 3.65
H18 0.94 1.84 2.15

Values from the calculation:
Net charge ... -1
⟨S²⟩ ... 0.75
LUMO level (alpha / beta) ... 2.5 / 2.5 eV
Spin multiplicity ... 2
HOMO level (alpha / beta) ... 0.42 / -7.74 eV

***

# 3
ORCA calculation (ωB97M-V/def2-TZVPD) on a cluster of 9 separate species, H18O9 in total at a distorted geometry.

Atoms and positions in Å:
H1 0.56 -1.27 0.06
H2 0.07 0.22 0.55
H3 -3.77 0.69 -0.63
H4 -3.59 2.10 -1.26
H5 2.57 -0.62 3.13
H6 2.87 -2.13 2.84
H7 -2.81 -2.99 -0.78
H8 -3.02 -4.01 0.23
H9 -1.07 3.43 -1.17
H10 -0.85 3.19 -2.60
H11 3.62 -4.35 -1.59
H12 3.01 -2.91 -1.57
H13 3.69 4.74 1.59
H14 2.86 3.68 0.73
H15 -5.43 0.04 1.62
H16 -4.27 -0.34 0.71
H17 2.60 -0.04 -1.53
H18 1.98 0.76 -0.23
O1 0.73 -0.46 0.62
O2 -3.08 1.36 -0.72
O3 2.92 -1.26 2.39
O4 -2.41 -3.24 0.07
O5 -1.50 3.05 -1.91
O6 3.40 -3.62 -2.12
O7 3.60 4.37 0.72
O8 -4.59 -0.32 1.62
O9 1.92 -0.07 -0.76

Values from the calculation:
LUMO level ... 0.1 eV
Structure (SMILES) ... O.O.O.O.O.O.O.O.O
Spin multiplicity ... 1
HOMO level ... -8.86 eV

***

# 4
ORCA calculation (ωB97M-V/def2-TZVPD) on a cluster of 9 separate species, H18O9 in total at a distorted geometry.

Atoms and positions in Å:
H1 -0.78 -0.83 -0.12
H2 0.10 0.15 -0.68
H3 0.10 -0.34 1.97
H4 -0.18 -1.40 3.02
H5 3.56 0.65 2.80
H6 2.15 0.71 2.23
H7 3.21 -2.00 -1.56
H8 4.69 -2.35 -1.95
H9 -1.22 3.62 -1.39
H10 -2.37 2.52 -1.21
H11 -3.41 -2.43 -0.22
H12 -1.93 -2.08 -0.52
H13 0.74 3.50 1.30
H14 0.21 2.77 0.13
H15 -4.91 -1.79 0.31
H16 -4.13 -0.91 -0.54
H17 2.30 -0.25 -1.49
H18 1.39 0.70 -2.47
O1 0.17 -0.77 -0.47
O2 -0.07 -1.23 2.09
O3 2.71 1.09 2.83
O4 4.18 -2.06 -1.19
O5 -1.80 3.07 -1.90
O6 -2.72 -1.83 0.10
O7 0.59 2.55 0.95
O8 -4.47 -0.95 0.41
O9 1.88 -0.10 -2.42

Values from the calculation:
LUMO level ... -0.2 eV
Structure (SMILES) ... O.O.O.O.O.O.O.O.O
Spin multiplicity ... 1
HOMO level ... -10.17 eV

***

# 5
ORCA calculation (ωB97M-V/def2-TZVPD) on a cluster of 9 separate species, H18O9 in total at a distorted geometry.

Atoms and positions in Å:
O1 -13.56 1.08 -11.52
H1 -13.68 0.12 -11.59
H2 -14.08 1.43 -12.25
O2 -13.97 7.15 -13.27
H3 -14.82 6.73 -13.47
H4 -13.25 6.69 -13.66
O3 -14.01 5.44 -9.57
H5 -13.68 4.88 -10.28
H6 -13.28 5.68 -9.00
O4 -12.56 4.49 -11.78
H7 -12.14 3.66 -11.58
H8 -12.04 5.19 -11.48
O5 -11.23 2.25 -10.26
H9 -11.07 3.01 -9.74
H10 -10.29 2.00 -10.36
O6 -10.07 4.62 -9.46
H11 -10.59 5.00 -8.75
H12 -9.65 5.35 -9.87
O7 -14.96 4.59 -12.80
H13 -14.02 4.53 -12.66
H14 -15.49 4.41 -12.04
O8 -11.45 0.75 -13.09
H15 -12.08 1.15 -12.42
H16 -12.06 0.64 -13.84
O9 -11.23 7.09 -10.97
H17 -11.35 7.57 -11.78
H18 -10.29 7.08 -10.87

Values from the calculation:
LUMO level ... -0.2 eV
Structure (SMILES) ... O.O.O.O.O.O.O.O.O
Spin multiplicity ... 1
HOMO level ... -10.52 eV

***

# 6
ORCA calculation (ωB97M-V/def2-TZVPD) on a cluster of 9 separate species, H18O9 in total.

Atoms and positions in Å:
H1 -1.36 -0.95 0.43
H2 -0.77 0.41 0.10
H3 0.92 1.26 -0.82
H4 0.25 0.04 -1.44
H5 0.23 -3.31 2.39
H6 -0.15 -4.34 1.34
H7 1.35 2.05 3.53
H8 0.51 1.72 2.31
H9 0.24 -2.26 -3.80
H10 1.14 -3.32 -3.19
H11 -3.40 -3.33 2.93
H12 -3.55 -2.81 1.51
H13 -2.33 2.06 -1.17
H14 -1.51 2.25 0.09
H15 3.54 1.21 -0.10
H16 4.26 0.12 0.67
H17 0.99 3.94 -1.21
H18 0.36 5.25 -1.65
O1 -0.54 -0.53 0.17
O2 0.44 0.97 -1.61
O3 -0.40 -3.47 1.68
O4 1.18 2.33 2.62
O5 0.91 -2.91 -4.03
O6 -2.90 -3.18 2.12
O7 -2.41 2.06 -0.21
O8 3.45 0.29 0.18
O9 0.17 4.44 -1.16

Values from the calculation:
LUMO level ... 0.2 eV
Structure (SMILES) ... O.O.O.O.O.O.O.O.O
Spin multiplicity ... 1
HOMO level ... -11.00 eV

***

# 7
ORCA calculation (ωB97M-V/def2-TZVPD) on a cluster of 9 separate species, H18O9 in total at a distorted geometry.

Atoms and positions in Å:
H1 0.48 -0.42 -0.29
H2 -0.85 -0.73 0.39
H3 -3.74 1.39 -1.84
H4 -2.82 1.22 -0.64
H5 5.46 1.46 -0.48
H6 4.59 0.22 -0.63
H7 0.68 -2.93 -1.14
H8 1.18 -3.11 -2.56
H9 1.80 -3.51 2.40
H10 2.66 -2.26 2.37
H11 -3.28 3.01 0.49
H12 -3.33 3.50 1.93
H13 0.95 0.80 -3.56
H14 1.84 1.16 -2.38
H15 -0.28 0.00 -2.27
H16 -0.75 1.12 -3.19
H17 -2.27 0.01 4.45
H18 -2.19 -1.06 5.53
O1 0.10 -0.72 0.55
O2 -2.81 1.44 -1.58
O3 4.72 1.00 -0.07
O4 1.38 -3.35 -1.64
O5 2.45 -3.03 2.91
O6 -3.89 3.35 1.16
O7 0.92 1.12 -2.65
O8 -1.07 0.45 -2.57
O9 -1.94 -0.15 5.34

Values from the calculation:
LUMO level ... -0.3 eV
Structure (SMILES) ... O.O.O.O.O.O.O.O.O
Spin multiplicity ... 1
HOMO level ... -10.41 eV

***

# 8
ORCA calculation (ωB97M-V/def2-TZVPD) on a cluster of 9 separate species, H18O9 in total at a distorted geometry.

Atoms and positions in Å:
O1 -2.58 1.98 -3.53
H1 -3.25 1.61 -2.95
H2 -1.94 1.32 -3.82
O2 -0.76 -1.23 -2.55
H3 0.17 -1.13 -2.32
H4 -1.11 -1.72 -1.79
O3 -1.86 3.48 0.40
H5 -2.40 3.80 1.12
H6 -2.23 3.71 -0.47
O4 -0.97 -2.90 2.40
H7 -0.07 -2.57 2.35
H8 -1.04 -3.48 3.17
O5 0.86 -1.47 -0.45
H9 0.85 -0.60 0.02
H10 1.56 -1.87 0.08
O6 -2.29 -0.89 3.32
H11 -2.35 -1.85 3.05
H12 -1.33 -0.88 3.26
O7 3.77 0.81 1.97
H13 4.17 1.02 1.13
H14 3.13 0.12 1.77
O8 0.21 2.29 -0.81
H15 -0.53 2.49 -1.39
H16 -0.16 2.48 0.06
O9 3.34 -1.28 -0.96
H17 2.80 -1.32 -1.77
H18 4.01 -1.90 -1.29

Values from the calculation:
LUMO level ... -0.2 eV
Structure (SMILES) ... O.O.O.O.O.O.O.O.O
Spin multiplicity ... 1
HOMO level ... -10.87 eV